17
Properties=species:S:1:pos:R:3:mulliken_charge:R:1 method="wB97M-V/def2-TZVPD" homo_lumo_gap_ev=9.4 spin_multiplicity=1 total_charge=0 lumo_ev=1.0 de_lowest_kcal_mol=105.36 total_energy_ev=-8426.671
C 2.05 0.63 -1.12 -0.994
C -0.06 0.04 0.40 0.318
C 0.03 -1.45 0.46 -0.525
C -1.49 -1.28 0.07 -0.398
C -1.23 0.23 -0.23 -0.116
C -1.27 1.45 0.68 -0.392
O 0.11 1.13 1.17 -0.491
H 2.36 0.40 -0.10 0.247
H 2.49 -0.10 -1.80 0.322
H 2.32 1.65 -1.36 0.315
H 0.66 -1.91 -0.32 0.242
H 0.26 -1.88 1.44 0.246
H -2.10 -1.40 0.96 0.236
H -1.87 -1.89 -0.75 0.283
H 0.97 0.55 -1.23 0.246
H -1.96 1.37 1.51 0.232
H -1.27 2.45 0.24 0.231